Below is C3H6N3P in the gas phase at a distorted geometry, with properties calculated with ωB97M-V/def2-TZVPD.

ΔE to the lowest compared entry with this formula, charge and spin = 105.2 kcal per mole
gap between HOMO and LUMO = 0.334 Eh

Atoms and positions in Å:
C (-0.314, 0.184, 0.141)
C (0.208, -1.032, 0.169)
C (0.176, 1.642, 0.326)
N (-1.671, 0.196, -0.328)
N (-3.433, -1.394, -0.518)
N (-2.490, -0.739, -0.328)
P (2.010, -1.391, -0.425)
H (0.556, 1.766, 1.365)
H (0.929, 1.924, -0.457)
H (-0.851, 2.213, 0.145)
H (-0.551, -1.871, -0.104)
H (3.133, -1.423, 0.676)
H (2.297, -0.074, -0.662)

Atom charges from the Löwdin analysis, given in e for atoms 1 to 8: -0.43, -0.38, -0.05, 0.05, 0.20, -0.21, 0.75, 0.08


Below is a molecular structure, C20H63AsF6N5O9 at a distorted geometry, with properties calculated with ωB97M-V/def2-TZVPD.

ΔE to the lowest compared entry with this formula, charge and spin = 43.0 kcal per mole
total charge = -1
gap between HOMO and LUMO = 0.345 Eh

Atoms and positions in Å:
As (-0.622, 0.574, -0.477)
F (-0.861, 2.265, -1.089)
F (0.424, 0.266, -1.847)
F (-0.355, -1.089, 0.056)
F (-1.551, 0.964, 1.023)
F (-2.070, 0.032, -1.429)
F (0.798, 1.207, 0.428)
O (3.095, 1.584, -0.785)
H (2.145, 1.532, -0.889)
H (3.263, 2.501, -0.572)
O (1.814, 0.295, -4.016)
H (2.686, 0.484, -3.669)
H (1.254, 0.239, -3.241)
O (-4.600, -1.569, -1.920)
H (-3.822, -1.162, -1.538)
H (-4.762, -2.337, -1.373)
O (1.057, 2.756, 2.486)
H (0.307, 3.266, 2.181)
H (1.456, 2.413, 1.687)
C (-1.103, 5.717, -7.783)
C (-1.191, 4.256, -7.212)
C (-1.823, 4.338, -5.824)
O (-2.122, 3.060, -5.407)
C (-2.306, 2.870, -4.050)
N (-2.002, 3.519, -8.100)
H (-2.090, 6.126, -7.999)
H (-0.503, 5.908, -8.673)
H (-0.690, 6.493, -7.138)
H (-0.193, 3.819, -7.183)
H (-2.651, 5.039, -5.716)
H (-1.047, 4.823, -5.232)
H (-2.412, 1.813, -3.803)
H (-3.327, 3.142, -3.785)
H (-1.573, 3.204, -3.316)
H (-2.891, 3.934, -8.336)
H (-2.503, 2.832, -7.555)
C (-3.497, -6.285, 3.280)
C (-4.640, -5.357, 2.897)
C (-4.044, -3.902, 2.942)
O (-3.027, -3.747, 1.940)
C (-1.893, -2.999, 2.168)
N (-5.083, -5.709, 1.566)
H (-3.790, -7.223, 3.751)
H (-2.846, -5.750, 3.971)
H (-2.729, -6.392, 2.514)
H (-5.441, -5.605, 3.594)
H (-3.515, -3.810, 3.891)
H (-4.733, -3.078, 2.752)
H (-1.775, -2.018, 1.707)
H (-1.090, -3.566, 1.697)
H (-1.584, -2.788, 3.192)
H (-5.135, -6.715, 1.497)
H (-4.294, -5.448, 0.992)
C (2.130, -5.008, -2.831)
C (0.914, -4.135, -2.442)
C (0.343, -4.456, -1.064)
O (-0.155, -5.774, -1.059)
C (-0.846, -6.259, 0.064)
N (1.397, -2.719, -2.576)
H (2.884, -5.097, -2.049)
H (2.593, -4.679, -3.761)
H (1.701, -5.978, -3.085)
H (0.125, -4.301, -3.175)
H (-0.504, -3.823, -0.801)
H (1.050, -4.389, -0.237)
H (-1.879, -5.914, 0.120)
H (-0.407, -5.849, 0.973)
H (-0.775, -7.332, 0.242)
H (0.683, -2.150, -2.145)
H (2.186, -2.543, -1.971)
C (6.196, -2.894, 3.105)
C (6.376, -1.573, 2.337)
C (5.139, -0.670, 2.469)
O (3.936, -1.367, 1.923)
C (2.760, -0.573, 2.069)
N (7.546, -1.112, 2.999)
H (5.281, -3.437, 2.868)
H (6.052, -2.660, 4.160)
H (6.983, -3.646, 3.035)
H (6.585, -1.686, 1.274)
H (5.180, 0.282, 1.940)
H (5.036, -0.256, 3.472)
H (1.944, -0.934, 1.443)
H (2.963, 0.445, 1.736)
H (2.489, -0.652, 3.122)
H (7.333, -0.672, 3.883)
H (7.959, -0.381, 2.437)
C (-0.896, 6.589, 5.542)
C (-0.480, 5.590, 4.477)
C (-0.991, 5.960, 3.088)
O (-0.788, 4.753, 2.294)
C (-1.279, 4.889, 0.964)
N (0.952, 5.379, 4.605)
H (-1.866, 6.363, 5.985)
H (-0.998, 7.608, 5.167)
H (-0.162, 6.642, 6.345)
H (-0.954, 4.647, 4.747)
H (-0.379, 6.793, 2.744)
H (-2.018, 6.325, 3.044)
H (-0.884, 5.856, 0.653)
H (-2.341, 5.069, 1.133)
H (-0.940, 4.148, 0.240)
H (1.502, 6.179, 4.324)
H (1.210, 4.685, 3.919)

Atom charges from the Löwdin analysis, given in e for atoms 1 to 8: 0.95, -0.28, -0.25, -0.26, -0.27, -0.27, -0.29, -0.05


Below is a molecular structure, C43H44I2N3O6P2SYb at a distorted geometry, with properties calculated with ωB97M-V/def2-TZVPD.

total charge = +2
spin multiplicity = 2
gap between HOMO and LUMO (alpha / beta) = 0.280 / 0.280 Eh

Atoms and positions in Å:
Yb (-0.425, 1.293, 0.314)
C (-0.458, 2.103, -4.308)
C (-1.744, 1.534, -3.793)
N (-2.754, 1.397, -4.619)
C (-3.910, 0.882, -4.162)
C (-4.114, 0.502, -2.860)
C (-5.478, -0.013, -2.462)
O (-5.451, -1.316, -1.884)
C (-3.045, 0.663, -1.936)
C (-3.339, 0.349, -0.542)
N (-2.744, 0.734, 0.543)
C (-3.445, 0.411, 1.752)
C (-4.845, 0.371, 1.773)
C (-5.550, 0.021, 2.910)
C (-4.880, -0.280, 4.084)
C (-3.499, -0.183, 4.117)
C (-2.804, 0.172, 2.969)
I (-0.749, 0.484, 3.229)
C (-1.828, 1.153, -2.424)
O (-0.745, 1.236, -1.686)
H (-0.582, 2.385, -5.350)
H (0.355, 1.378, -4.226)
H (-0.157, 2.975, -3.725)
H (-4.705, 0.781, -4.892)
H (-6.132, 0.011, -3.336)
H (-5.933, 0.636, -1.711)
H (-5.314, -1.963, -2.583)
H (-4.220, -0.276, -0.433)
H (-5.394, 0.641, 0.882)
H (-6.631, -0.002, 2.877)
H (-5.423, -0.553, 4.978)
H (-2.963, -0.371, 5.037)
O (1.730, 0.913, 0.059)
P (2.769, -0.191, 0.035)
C (2.143, -1.647, 0.922)
P (0.478, -2.144, 0.387)
O (-0.424, -0.935, 0.292)
C (0.602, -2.948, -1.199)
C (-0.370, -2.628, -2.147)
C (-0.337, -3.236, -3.393)
C (0.661, -4.152, -3.692)
C (1.632, -4.468, -2.749)
C (1.602, -3.870, -1.500)
C (-0.131, -3.286, 1.613)
C (-1.454, -3.156, 2.029)
C (-1.975, -4.051, 2.951)
C (-1.179, -5.070, 3.455)
C (0.140, -5.204, 3.038)
C (0.666, -4.315, 2.115)
C (3.165, -0.693, -1.623)
C (4.365, -1.353, -1.888)
C (4.628, -1.809, -3.168)
C (3.696, -1.605, -4.178)
C (2.503, -0.945, -3.915)
C (2.229, -0.484, -2.636)
C (4.274, 0.313, 0.849)
C (4.872, -0.412, 1.876)
C (6.055, 0.040, 2.446)
C (6.639, 1.212, 1.990)
C (6.047, 1.938, 0.962)
C (4.868, 1.492, 0.390)
H (2.069, -1.407, 1.987)
H (2.841, -2.479, 0.799)
H (-1.132, -1.894, -1.915)
H (-1.087, -2.990, -4.133)
H (0.686, -4.625, -4.665)
H (2.410, -5.180, -2.987)
H (2.365, -4.127, -0.774)
H (-2.070, -2.360, 1.629)
H (-3.003, -3.955, 3.272)
H (-1.588, -5.768, 4.173)
H (0.754, -6.003, 3.430)
H (1.693, -4.435, 1.790)
H (5.100, -1.496, -1.103)
H (5.561, -2.312, -3.383)
H (3.905, -1.957, -5.180)
H (1.785, -0.787, -4.709)
H (1.299, 0.032, -2.424)
H (4.430, -1.332, 2.238)
H (6.522, -0.526, 3.241)
H (7.565, 1.557, 2.430)
H (6.517, 2.842, 0.598)
H (4.412, 2.048, -0.421)
C (-2.140, 5.755, -0.134)
S (-1.201, 4.669, 0.917)
C (-2.369, 4.492, 2.252)
O (-1.247, 3.335, 0.178)
H (-3.055, 5.240, -0.423)
H (-1.535, 5.984, -1.009)
H (-2.357, 6.669, 0.417)
H (-2.384, 5.416, 2.827)
H (-1.999, 3.681, 2.880)
H (-3.355, 4.257, 1.851)
N (2.626, 4.258, 1.525)
C (1.877, 3.416, 2.244)
O (0.929, 2.804, 1.752)
C (2.226, 3.269, 3.697)
I (0.842, 4.413, 4.849)
H (2.406, 4.402, 0.553)
H (3.389, 4.772, 1.932)
H (3.221, 3.625, 3.943)
H (2.106, 2.235, 4.004)

Atom charges from the Löwdin analysis, given in e for atoms 1 to 8: 1.37, -0.01, -0.25, 0.13, -0.09, -0.14, -0.20, -0.06


Below is a molecular structure, C26H49N9O7S at a distorted geometry, with properties calculated with ωB97M-V/def2-TZVPD.

gap between HOMO and LUMO = 0.295 Eh

Atoms and positions in Å:
C (1.878, -3.657, 1.274)
C (0.597, -3.014, 0.804)
C (0.479, -1.709, 0.418)
C (1.590, -0.675, 0.349)
C (2.664, -0.839, -0.760)
N (2.097, -1.214, -2.049)
N (3.275, 0.488, -0.849)
N (3.762, -1.738, -0.466)
C (-0.843, -1.222, 0.069)
O (-0.989, 0.111, -0.280)
C (-1.978, -1.992, 0.070)
C (-3.331, -1.425, -0.274)
C (-4.157, -2.259, -1.272)
C (-5.679, -2.183, -1.081)
C (-6.225, -0.872, -0.547)
O (-5.662, 0.264, -1.243)
C (-5.319, 1.284, -0.449)
O (-5.978, 1.704, 0.448)
C (-1.837, -3.353, 0.458)
N (-2.794, -4.280, 0.584)
S (-2.091, -5.622, 1.092)
N (-0.559, -5.133, 1.192)
C (-0.561, -3.850, 0.821)
H (2.535, -2.935, 1.739)
H (2.369, -4.148, 0.437)
H (1.635, -4.447, 1.978)
H (1.105, 0.265, 0.137)
H (2.079, -0.630, 1.321)
H (2.030, -2.213, -2.182)
H (1.212, -0.761, -2.223)
H (4.222, 0.402, -1.182)
H (2.730, 1.111, -1.426)
H (3.572, -2.677, -0.775)
H (3.969, -1.721, 0.519)
H (-0.778, 0.649, 0.499)
H (-3.886, -1.335, 0.664)
H (-3.244, -0.435, -0.687)
H (-3.934, -1.877, -2.269)
H (-3.878, -3.304, -1.285)
H (-5.970, -2.960, -0.375)
H (-6.200, -2.429, -2.002)
H (-7.302, -0.843, -0.691)
H (-6.067, -0.812, 0.526)
H (-4.355, 1.742, -0.688)
C (0.883, 2.039, 2.350)
O (-0.152, 1.538, 2.763)
N (1.848, 2.574, 3.107)
C (3.050, 3.155, 2.530)
C (1.675, 2.573, 4.551)
H (1.105, 2.092, 1.271)
H (3.929, 2.626, 2.904)
H (3.116, 4.208, 2.815)
H (3.034, 3.082, 1.449)
H (1.572, 1.549, 4.914)
H (0.771, 3.120, 4.819)
H (2.537, 3.040, 5.020)
C (-7.027, -6.201, -1.611)
O (-7.177, -5.028, -1.330)
N (-6.243, -7.057, -0.929)
C (-6.103, -8.447, -1.311)
C (-5.516, -6.561, 0.229)
H (-7.535, -6.670, -2.471)
H (-6.431, -9.096, -0.496)
H (-5.058, -8.670, -1.540)
H (-6.707, -8.656, -2.191)
H (-6.219, -6.174, 0.968)
H (-4.856, -5.747, -0.072)
H (-4.930, -7.364, 0.669)
C (5.558, 4.007, -0.605)
O (4.538, 3.505, -0.164)
N (6.532, 4.555, 0.135)
C (7.719, 5.139, -0.461)
C (6.388, 4.562, 1.581)
H (5.761, 4.052, -1.689)
H (8.610, 4.621, -0.104)
H (7.790, 6.194, -0.192)
H (7.674, 5.055, -1.544)
H (6.301, 3.539, 1.950)
H (5.486, 5.106, 1.861)
H (7.254, 5.038, 2.032)
C (2.916, 6.346, -1.104)
O (2.954, 7.460, -0.614)
N (1.849, 5.817, -1.730)
C (1.871, 4.477, -2.284)
C (0.642, 6.617, -1.848)
H (3.777, 5.663, -1.069)
H (1.685, 4.512, -3.360)
H (1.099, 3.864, -1.812)
H (2.840, 4.016, -2.104)
H (0.856, 7.536, -2.395)
H (0.276, 6.889, -0.857)
H (-0.122, 6.050, -2.374)

Atom charges from the Löwdin analysis, given in e for atoms 1 to 8: -0.03, -0.15, -0.08, -0.08, -0.66, 0.10, 0.08, 0.10


Below is a molecular structure, C33H27Br2IN7O2Y, with properties calculated with ωB97M-V/def2-TZVPD.

ΔE to the lowest compared entry with this formula, charge and spin = 0.0 kcal per mole
total charge = +2
gap between HOMO and LUMO = 0.221 Eh

Atoms and positions in Å:
Y (-0.274, -1.534, 2.412)
Br (0.827, -1.112, 5.307)
C (2.709, -1.505, 4.971)
Br (3.024, -1.789, 3.096)
H (2.943, -2.406, 5.524)
H (3.278, -0.652, 5.316)
C (-5.059, 3.794, -5.971)
O (-4.661, 3.653, -4.611)
C (-3.346, 3.694, -4.329)
C (-2.338, 3.825, -5.280)
C (-1.015, 3.880, -4.865)
C (-0.685, 3.739, -3.526)
C (-1.699, 3.637, -2.572)
C (-3.016, 3.622, -2.970)
N (0.703, 3.853, -3.213)
N (1.257, 3.170, -2.345)
C (0.631, 2.065, -1.684)
C (0.088, 1.002, -2.354)
C (-0.314, -0.167, -1.674)
C (-0.175, -0.263, -0.316)
O (-0.524, -1.346, 0.412)
C (0.397, 0.821, 0.397)
N (0.564, 0.655, 1.750)
C (1.167, 1.621, 2.426)
C (1.640, 2.794, 1.832)
C (1.472, 2.972, 0.481)
C (0.826, 1.979, -0.278)
H (-6.143, 3.750, -5.970)
H (-4.661, 2.981, -6.581)
H (-4.734, 4.755, -6.375)
H (-2.570, 3.917, -6.330)
H (-0.222, 4.029, -5.587)
H (-1.457, 3.608, -1.517)
H (-3.821, 3.575, -2.249)
H (-0.034, 1.056, -3.428)
H (-0.736, -0.999, -2.222)
H (1.297, 1.464, 3.492)
H (2.141, 3.535, 2.439)
H (1.847, 3.855, -0.020)
I (-2.953, -3.249, 3.177)
C (-3.310, -1.221, 3.586)
C (-4.539, -0.775, 4.020)
C (-4.680, 0.590, 4.232)
C (-3.605, 1.434, 4.000)
C (-2.414, 0.889, 3.565)
N (-2.258, -0.431, 3.363)
H (-5.356, -1.462, 4.184)
H (-5.628, 0.986, 4.572)
H (-3.686, 2.501, 4.149)
H (-1.551, 1.509, 3.360)
C (1.787, -5.599, 3.002)
C (0.826, -4.617, 3.101)
N (0.563, -3.768, 2.093)
C (1.257, -3.882, 0.954)
C (2.287, -4.798, 0.786)
C (2.530, -5.683, 1.832)
C (3.053, -4.895, -0.466)
C (3.473, -3.931, -1.285)
C (3.403, -2.457, -1.194)
C (3.597, -1.729, -2.362)
C (3.580, -0.347, -2.276)
N (3.420, 0.280, -1.116)
C (3.262, -0.500, -0.057)
N (3.227, -1.828, -0.019)
H (1.954, -6.281, 3.824)
H (0.237, -4.501, 4.005)
H (0.977, -3.211, 0.153)
H (3.300, -6.438, 1.729)
H (3.300, -5.911, -0.756)
H (3.979, -4.267, -2.183)
H (3.762, -2.228, -3.307)
H (3.717, 0.277, -3.153)
H (3.162, 0.012, 0.895)

Atom charges from the Löwdin analysis, given in e for atoms 1 to 8: 1.22, 0.66, -0.92, 0.77, 0.02, 0.02, -0.06, -0.07


Below is 10 unconnected molecules or ions with the total composition C8H36N16O10 at a distorted geometry, with properties calculated with ωB97M-V/def2-TZVPD.

ΔE to the lowest compared entry with this formula, charge and spin = 19.3 kcal per mole
structure (SMILES) = NC(N)=O.NC(N)=O.NC(N)=O.NC(N)=O.NC(N)=O.NC(N)=O.NC(N)=O.NC(N)=O.O.O
gap between HOMO and LUMO = 0.352 Eh

Atoms and positions in Å:
N (3.355, 1.372, -1.691)
C (3.767, 1.959, -0.531)
N (4.750, 2.879, -0.665)
O (3.262, 1.644, 0.547)
H (2.791, 0.559, -1.522)
H (3.660, 1.632, -2.608)
H (5.111, 3.332, 0.153)
H (5.250, 2.900, -1.534)
N (4.089, -2.147, -1.431)
C (5.004, -2.094, -2.437)
N (6.273, -2.390, -2.022)
O (4.694, -1.920, -3.604)
H (3.098, -2.213, -1.592)
H (4.374, -2.267, -0.476)
H (6.412, -2.748, -1.095)
H (6.961, -2.568, -2.728)
N (-2.982, 2.081, 2.795)
C (-3.578, 2.731, 3.844)
N (-3.518, 4.099, 3.771)
O (-4.076, 2.143, 4.791)
H (-3.278, 1.144, 2.604)
H (-2.557, 2.730, 2.158)
H (-4.019, 4.597, 4.482)
H (-3.195, 4.548, 2.936)
N (-4.170, -3.251, 2.557)
C (-3.419, -2.501, 1.699)
N (-2.784, -1.454, 2.316)
O (-3.218, -2.779, 0.521)
H (-4.271, -2.948, 3.507)
H (-4.471, -4.167, 2.286)
H (-3.011, -1.294, 3.283)
H (-2.045, -0.879, 1.908)
N (-1.242, -1.003, -1.244)
C (-0.661, -0.312, -0.235)
N (0.679, -0.207, -0.397)
O (-1.289, 0.200, 0.705)
H (-0.539, -1.434, -1.825)
H (-2.180, -1.349, -1.161)
H (1.224, 0.371, 0.218)
H (1.102, -0.862, -1.034)
N (-6.006, 1.406, -1.556)
C (-5.368, 1.359, -0.347)
N (-4.508, 0.329, -0.177)
O (-5.591, 2.182, 0.530)
H (-6.804, 2.002, -1.660)
H (-5.835, 0.703, -2.251)
H (-4.442, -0.375, -0.894)
H (-3.929, 0.076, 0.604)
N (0.190, 2.864, 1.572)
C (0.764, 3.882, 0.859)
N (1.088, 5.015, 1.571)
O (0.899, 3.832, -0.351)
H (-0.083, 2.027, 1.080)
H (0.393, 2.850, 2.556)
H (1.002, 5.080, 2.568)
H (0.920, 5.847, 1.032)
N (0.565, -2.547, -4.750)
C (0.936, -3.014, -3.527)
N (0.725, -4.354, -3.355)
O (1.262, -2.280, -2.602)
H (0.393, -3.156, -5.526)
H (0.478, -1.553, -4.860)
H (0.862, -4.746, -2.441)
H (0.212, -4.857, -4.053)
O (2.933, -0.795, 1.709)
H (2.432, -0.734, 2.528)
H (3.137, 0.126, 1.463)
O (2.498, -3.312, 0.724)
H (2.406, -2.364, 0.923)
H (3.116, -3.629, 1.387)

Atom charges from the Löwdin analysis, given in e for atoms 1 to 8: 0.19, -0.64, 0.17, -0.02, 0.07, 0.11, 0.11, 0.10